(1)
This record from the OMol25 dataset describes a single C3H7N3O2 molecule at a distorted geometry. The level of theory is ωB97M-V/def2-TZVPD.

XYZ file:
```
15
Properties=species:S:1:pos:R:3:forces:R:3
H -2.4699 0.7756 2.4939 -0.498 -0.181 0.071
N -2.1763 -0.0295 1.9699 0.379 1.093 -0.187
N 2.0451 0.4703 -1.9566 1.186 -0.329 0.176
N -0.4348 -0.7373 0.5758 -1.451 1.187 0.675
C -1.2572 0.3294 1.0118 0.369 -1.196 -0.488
H 1.7549 -0.1730 -2.6830 -0.643 0.184 -0.054
H 1.3326 1.2848 -0.1047 0.412 -0.228 0.056
O -1.1706 1.4469 0.5733 0.135 0.524 0.302
C 1.0656 0.6024 -0.9100 -1.315 0.670 -1.071
H 0.1812 1.1154 -1.3240 0.243 -0.050 0.023
H -2.4704 -0.9394 2.2471 0.237 -0.350 0.067
O 0.9814 -1.7724 -0.7710 0.112 0.091 -0.373
H -0.7795 -1.6289 0.8985 0.660 -0.341 -0.362
H 2.8547 -0.0443 -1.6085 0.000 0.395 0.232
C 0.5432 -0.7000 -0.4125 0.175 -1.467 0.933
```
Forces are in eV/Å.

Output
- structure (SMILES) = NCC(=O)NC(N)=O
- charge = 0
- lowest unoccupied orbital energy (Eh) = 0.020
- orbital gap (eV) = 10.25



(2)
This record from the OMol25 dataset describes C5H14ClGaNYb as an isolated structure at a distorted geometry. The level of theory is ωB97M-V/def2-TZVPD.

XYZ file:
```
23
Properties=species:S:1:pos:R:3:forces:R:3
H 1.5699 -0.7666 -1.0950 -0.164 0.164 0.137
C -2.4307 -0.5666 0.3992 0.086 -0.327 -1.207
H 3.1444 -0.1883 -0.5625 -0.212 0.296 -0.088
H -3.1156 0.2812 0.4105 0.110 -0.010 0.485
Ga 0.3564 1.9269 -0.2221 -0.440 0.579 -0.988
H 2.3948 -2.5641 -0.0647 0.210 -0.319 0.166
H -0.6165 -1.0339 -0.7333 -0.091 0.004 0.012
H 1.7636 -1.9065 1.2793 -0.165 -0.249 0.072
Cl -3.4531 -2.0538 0.3250 0.559 0.510 0.428
H -2.0855 -0.8994 -1.6772 -0.050 -0.156 0.225
C -1.5275 -0.4377 -0.8575 -0.363 0.609 -0.054
C 1.5646 0.5321 0.7053 0.013 -0.117 -0.177
N 2.4730 -1.7818 0.5724 -0.199 0.506 -0.643
H -0.8693 0.9907 -2.3036 0.027 0.125 0.137
H -1.8302 -0.6388 1.3577 -0.938 -0.252 -0.769
H -2.1057 1.6613 -1.2565 0.048 -0.143 0.063
C 2.1736 -0.5442 -0.2106 0.101 -0.446 1.054
H 1.1613 2.8725 -1.2268 -0.043 -0.281 0.456
C -1.2039 1.0405 -1.2627 0.622 -0.870 0.836
H 2.3760 1.0152 1.2633 -0.275 0.020 0.138
H 0.9146 0.0541 1.5063 2.585 -0.769 -1.969
Yb -0.4231 0.1585 2.6468 -1.230 1.687 0.879
H -0.2312 2.8486 1.0066 -0.191 -0.561 0.807
```
Forces are in eV/Å.

Output
- charge = +1
- lowest unoccupied orbital energy (Eh) = -0.230
- orbital gap (eV) = 5.65



Number 1: HOMO -9.71 eV. Number 2: HOMO -11.92 eV.